No. 1
{
  "formula": "C16H36N2O5",
  "method": "ωB97M-V/def2-TZVPD",
  "species": ["O", "C", "O", "C", "C", "O", "C", "O", "O", "H", "H", "H", "H", "H", "H", "C", "C", "N", "C", "C", "C", "C", "H", "H", "H", "H", "H", "H", "H", "H", "H", "H", "H", "H", "H", "H", "H", "C", "C", "N", "C", "C", "C", "C", "H", "H", "H", "H", "H", "H", "H", "H", "H", "H", "H", "H", "H", "H", "H"],
  "coordinates": [[-4.24926, -0.88962, 0.52160], [-4.73055, -1.91292, 0.10882], [-5.15701, -2.91629, 0.93356], [-6.54660, -2.84778, 1.21215], [-6.80997, -2.22159, 2.58674], [-5.74872, -2.56796, 3.46618], [-5.20167, -1.54957, 4.13823], [-5.73445, -0.49649, 4.38233], [-3.91952, -1.85510, 4.47900], [-4.83719, -2.15349, -0.95296], [-7.03644, -2.20299, 0.48246], [-7.00612, -3.82115, 1.11087], [-7.73138, -2.64211, 2.97056], [-6.91285, -1.15183, 2.48564], [-3.88809, -1.98795, 5.42813], [0.97707, -4.59775, 1.64657], [1.38592, -3.21602, 1.15981], [0.52425, -2.69632, 0.11549], [1.05374, -1.50443, -0.52233], [1.20450, -0.23247, 0.32113], [-0.89457, -2.66793, 0.43099], [-1.35178, -1.86562, 1.65524], [0.94245, -5.30789, 0.81950], [1.70423, -4.95838, 2.37516], [0.00350, -4.59021, 2.13738], [2.39590, -3.28534, 0.74682], [1.45168, -2.54257, 2.02928], [0.43237, -1.27941, -1.39388], [2.03713, -1.76386, -0.92801], [0.24642, 0.25213, 0.50352], [1.82901, 0.48595, -0.21186], [1.68109, -0.42769, 1.28214], [-1.22892, -3.70125, 0.55490], [-1.42614, -2.30819, -0.45473], [-0.69946, -2.01737, 2.51655], [-2.35279, -2.18120, 1.95001], [-1.40694, -0.79818, 1.45057], [4.71531, 5.10035, -4.03630], [3.47923, 4.33632, -3.58709], [3.78665, 3.14967, -2.81131], [2.63624, 2.28833, -2.60289], [1.46568, 2.82499, -1.76969], [4.63790, 3.35997, -1.65294], [4.15895, 4.33865, -0.57185], [5.38436, 4.45713, -4.60893], [4.41780, 5.93486, -4.67225], [5.27117, 5.51664, -3.19574], [2.93638, 4.01261, -4.47897], [2.81122, 5.03079, -3.05285], [2.98859, 1.35217, -2.15992], [2.25397, 2.01312, -3.59084], [1.69287, 2.83520, -0.70491], [0.59533, 2.17898, -1.90245], [1.17223, 3.83125, -2.06949], [5.61279, 3.69759, -2.01199], [4.83139, 2.38543, -1.19806], [3.73528, 5.24816, -0.99946], [5.00284, 4.63563, 0.05396], [3.41501, 3.89302, 0.08642]],
  "atomic_forces_ev_per_a": [[-0.5, -1.1, -0.5], [0.6, 1.0, 0.8], [0.2, 0.0, -0.3], [-0.3, 0.4, 0.1], [-0.1, -0.4, -0.4], [0.3, 0.3, -0.1], [-0.1, 0.8, 0.1], [0.3, -0.8, -0.2], [-0.5, -0.5, -0.2], [0.0, 0.0, -0.2], [-0.2, 0.0, -0.2], [0.3, -0.4, 0.1], [-0.3, 0.1, 0.2], [0.1, 0.3, 0.3], [0.2, 0.3, 0.3], [0.0, 0.0, 0.0], [0.0, -0.1, 0.1], [0.0, 0.0, -0.1], [0.1, 0.1, -0.1], [0.0, 0.0, 0.0], [-0.2, -0.1, 0.1], [-0.1, 0.0, 0.0], [0.0, 0.0, 0.0], [0.0, 0.0, 0.0], [0.0, 0.0, 0.0], [0.0, 0.1, 0.0], [0.0, 0.0, 0.0], [-0.1, 0.0, 0.0], [0.0, -0.1, 0.1], [0.0, 0.0, 0.1], [0.0, 0.0, 0.0], [0.0, 0.0, 0.0], [0.1, 0.0, 0.0], [0.1, 0.1, 0.0], [0.0, 0.0, 0.0], [0.0, 0.0, 0.0], [0.1, 0.0, 0.0], [0.0, 0.0, 0.0], [0.0, 0.1, 0.0], [0.0, -0.1, 0.0], [-0.1, -0.1, -0.1], [0.0, -0.1, 0.0], [0.2, 0.1, 0.1], [0.0, -0.1, 0.1], [0.0, 0.0, 0.0], [0.0, 0.0, 0.0], [0.0, 0.0, 0.0], [-0.1, -0.1, 0.0], [0.0, 0.0, 0.0], [0.1, 0.0, 0.0], [0.0, 0.1, 0.0], [0.0, 0.1, 0.0], [0.0, 0.0, 0.0], [0.0, 0.0, 0.0], [0.0, 0.0, 0.0], [-0.1, 0.0, 0.0], [0.0, 0.0, 0.0], [0.0, 0.0, 0.0], [-0.1, 0.0, 0.0]],
  "mulliken_charge": [-0.44, 0.08, -0.30, -0.47, -0.60, -0.29, 0.67, -0.52, -0.41, 0.47, 0.36, 0.38, 0.41, 0.36, 0.33, -1.42, -0.27, 0.19, -0.91, -0.32, -0.90, -0.51, 0.33, 0.44, 0.27, 0.46, 0.26, 0.28, 0.40, 0.21, -0.12, 0.30, 0.37, 0.29, 0.29, 0.08, 0.24, -1.42, -0.30, 0.11, -0.73, -1.00, -0.70, -0.97, 0.33, 0.44, 0.29, 0.44, 0.25, 0.38, 0.36, 0.15, 0.39, 0.38, 0.38, 0.35, 0.24, 0.37, 0.28],
  "max_force_ev_per_a": 1.49,
  "de_lowest_kcal_mol": 6.4,
  "e_homo_ev": -7.928,
  "smiles": "O=COCCOC(=O)O.CCN(CC)CC.CCN(CC)CC",
  "multiplicity": 1,
  "homo_lumo_gap_ha": 0.315,
  "charge": 0
}

---

No. 2
{
  "formula": "C16H10BF4MnN2PS4",
  "method": "ωB97M-V/def2-TZVPD",
  "species": ["Mn", "S", "C", "C", "N", "C", "S", "C", "N", "F", "B", "F", "F", "F", "S", "P", "S", "C", "C", "C", "C", "C", "C", "C", "C", "C", "C", "C", "C", "H", "H", "H", "H", "H", "H", "H", "H", "H", "H"],
  "coordinates": [[-0.02347, -0.01607, 0.19511], [1.93557, 0.47196, -0.96794], [2.20628, 2.15642, -0.66020], [3.34703, 2.73168, -1.24324], [4.28456, 3.18435, -1.72871], [1.35272, 2.88461, 0.13382], [-0.06146, 2.14387, 0.83449], [1.60918, 4.22247, 0.46817], [1.81591, 5.31010, 0.77776], [-0.19688, -1.70142, -0.71230], [-1.36511, -1.38005, -1.58610], [-2.19497, -2.42117, -1.69566], [-1.92761, -0.27670, -0.82012], [-0.89984, -0.89357, -2.75317], [-0.02543, -4.06797, 2.51793], [-0.20306, -2.34585, 3.43382], [-0.48543, -0.63874, 2.33734], [-1.68244, -2.26942, 4.51318], [-1.60901, -2.22571, 5.89675], [-2.77086, -2.09038, 6.63737], [-3.99702, -2.00143, 5.99930], [-4.07268, -2.08849, 4.61772], [-2.91623, -2.22883, 3.87608], [1.19941, -1.97673, 4.55217], [1.48021, -0.66319, 4.90271], [2.52997, -0.39145, 5.75980], [3.29415, -1.42829, 6.27070], [3.01295, -2.73849, 5.92075], [1.96827, -3.01496, 5.05756], [-0.64813, -2.28719, 6.38872], [-2.71370, -2.04205, 7.71612], [-4.89716, -1.86969, 6.58248], [-5.03104, -2.03410, 4.12078], [-2.95366, -2.29083, 2.79689], [0.88252, 0.13707, 4.49185], [2.75091, 0.63171, 6.02962], [4.10828, -1.21424, 6.94791], [3.60639, -3.54641, 6.32285], [1.74536, -4.02923, 4.76211]],
  "atomic_forces_ev_per_a": [[0.8, 0.3, 0.3], [-0.1, 0.1, -0.1], [-1.4, -0.1, 0.9], [0.6, 0.4, -0.4], [0.2, 0.1, -0.1], [0.3, -1.6, -0.7], [0.0, 0.6, 0.0], [0.2, 0.7, 0.3], [0.0, 0.2, 0.0], [0.1, -0.9, -0.5], [-0.3, 0.5, 0.0], [-0.3, -0.5, 0.2], [-0.1, -0.1, 0.0], [0.3, 0.1, -0.6], [0.0, 0.3, 0.2], [0.1, -0.7, -0.2], [-0.4, 0.4, 0.9], [0.3, 0.0, -0.3], [0.1, 0.0, -0.1], [-0.1, 0.0, 0.1], [0.0, 0.0, 0.2], [0.0, 0.0, 0.0], [-0.1, 0.0, 0.0], [-0.3, 0.0, -0.3], [0.0, 0.0, 0.0], [0.1, 0.1, 0.1], [0.1, 0.0, 0.1], [0.1, 0.0, 0.1], [-0.1, 0.0, -0.1], [0.0, 0.0, 0.1], [0.0, 0.0, 0.1], [-0.1, 0.0, 0.0], [0.0, 0.0, 0.0], [0.0, 0.0, -0.1], [0.0, 0.1, 0.0], [0.0, 0.1, 0.0], [0.1, 0.0, 0.0], [0.1, -0.1, 0.0], [0.0, -0.1, -0.1]],
  "mulliken_spin": [4.30, -0.16, 0.01, 0.01, 0.00, 0.00, -0.24, 0.01, 0.00, 0.02, 0.00, 0.00, 0.02, 0.00, 0.01, 0.01, 0.01, -0.01, 0.00, 0.00, 0.00, 0.00, 0.00, 0.00, 0.00, 0.00, 0.00, 0.00, 0.00, 0.00, 0.00, 0.00, 0.00, 0.00, 0.00, 0.00, 0.00, 0.00, 0.00],
  "max_force_ev_per_a": 1.78,
  "de_lowest_kcal_mol": 23.6,
  "e_homo_ev": [-5.784, -5.874],
  "multiplicity": 5,
  "homo_lumo_gap_ha": [0.212, 0.279],
  "charge": -1
}